Below is a 11-piece molecular cluster, C52H53F11O32 overall at a distorted geometry, with properties calculated with ωB97M-V with the def2-TZVPD basis set.

As for the SMILES: CCC[C@H](C)c1cc(C[C@@H](C)F)c2c(c1)C(=O)c1ccccc1C2=O.O=C1OC[C@@H](F)O1.O=C1OC[C@@H](F)O1.O=C1OC[C@@H](F)O1.O=C1OC[C@@H](F)O1.O=C1OC[C@@H](F)O1.O=C1OC[C@@H](F)O1.O=C1OC[C@@H](F)O1.O=C1OC[C@@H](F)O1.O=C1OC[C@@H](F)O1.O=C1OC[C@@H](F)O1. Its calculated total energy is -150195.235 eV. Its total charge is 0.

Each line ends with the Löwdin charge.
CARTESIAN COORDINATES (ANGSTROEM)
C (-1.928, -4.358, 1.915)  -0.100
C (-3.077, -4.767, 0.898)  -0.230
C (-4.306, -3.812, 1.195)  -0.164
C (-4.528, -2.685, 0.123)  -0.319
C (-5.133, -3.219, -1.254)  -0.043
C (-3.285, -1.787, -0.139)  -0.130
C (-2.115, -2.158, -0.919)  0.039
C (-0.972, -1.264, -1.180)  -0.098
C (0.243, -1.744, -2.026)  -0.094
C (-0.071, -2.007, -3.537)  -0.316
C (1.332, -2.059, -4.276)  -0.044
F (-0.683, -3.286, -3.746)  -0.070
C (-1.008, 0.083, -0.629)  -0.023
C (-2.177, 0.443, 0.200)  -0.053
C (-3.296, -0.433, 0.461)  0.061
C (-2.247, 1.871, 0.840)  -0.294
O (-2.785, 2.036, 1.912)  0.098
C (-1.632, 3.005, -0.015)  -0.077
C (-2.241, 4.321, 0.049)  0.006
C (-1.679, 5.369, -0.795)  -0.051
C (-0.547, 5.034, -1.669)  -0.057
C (0.070, 3.697, -1.700)  0.000
C (-0.484, 2.648, -0.860)  -0.058
C (0.059, 1.175, -0.826)  -0.263
O (1.257, 1.002, -0.919)  0.083
H (-1.056, -5.056, 1.902)  0.062
H (-1.637, -3.304, 1.629)  0.071
H (-2.353, -4.276, 2.949)  0.070
H (-3.396, -5.803, 1.198)  0.104
H (-2.758, -4.733, -0.169)  0.074
H (-5.245, -4.438, 1.210)  0.113
H (-4.206, -3.414, 2.245)  0.115
H (-5.336, -2.011, 0.537)  0.133
H (-6.077, -3.769, -1.010)  0.086
H (-4.345, -3.850, -1.733)  0.075
H (-5.386, -2.280, -1.852)  0.069
H (-2.085, -3.187, -1.362)  0.110
H (1.123, -1.059, -1.979)  0.103
H (0.588, -2.726, -1.588)  0.131
H (-0.742, -1.232, -4.000)  0.140
H (1.730, -1.030, -4.486)  0.082
H (2.044, -2.505, -3.521)  0.076
H (1.328, -2.726, -5.170)  0.086
H (-4.158, -0.103, 1.082)  0.130
H (-3.108, 4.446, 0.740)  0.124
H (-2.152, 6.374, -0.747)  0.106
H (-0.171, 5.869, -2.313)  0.092
H (0.942, 3.507, -2.370)  0.113
O (-1.462, -4.648, 6.338)  0.175
C (-0.798, -3.701, 6.063)  -0.536
O (-0.912, -2.997, 4.903)  0.064
C (-0.043, -1.873, 5.016)  -0.062
C (0.948, -2.337, 6.030)  -0.313
F (1.409, -1.303, 6.775)  0.083
O (0.184, -3.190, 6.865)  0.142
H (-0.613, -1.006, 5.349)  0.128
H (0.422, -1.639, 4.059)  0.121
H (1.788, -2.893, 5.608)  0.151
O (2.440, -1.909, 2.890)  0.173
C (3.104, -2.885, 3.035)  -0.523
O (3.536, -3.354, 4.243)  0.054
C (4.176, -4.606, 3.991)  -0.047
C (4.561, -4.482, 2.547)  -0.309
F (4.533, -5.687, 1.926)  0.071
O (3.533, -3.674, 2.010)  0.143
H (3.466, -5.417, 4.169)  0.153
H (5.037, -4.744, 4.643)  0.148
H (5.529, -4.003, 2.378)  0.180
O (5.916, -2.785, -2.940)  0.180
C (5.600, -1.641, -2.904)  -0.539
O (6.432, -0.626, -2.545)  0.079
C (5.721, 0.590, -2.760)  -0.060
C (4.291, 0.138, -2.696)  -0.322
F (3.504, 0.887, -3.509)  0.066
O (4.351, -1.180, -3.212)  0.114
H (5.988, 0.999, -3.737)  0.147
H (5.961, 1.326, -1.994)  0.144
H (3.868, 0.120, -1.689)  0.170
O (3.576, 2.861, 6.645)  0.181
C (2.551, 2.636, 6.091)  -0.539
O (2.262, 3.032, 4.821)  0.077
C (1.003, 2.457, 4.482)  -0.058
C (0.388, 2.225, 5.832)  -0.311
F (-0.417, 1.133, 5.822)  0.065
O (1.508, 1.955, 6.651)  0.135
H (1.165, 1.528, 3.930)  0.145
H (0.415, 3.135, 3.865)  0.142
H (-0.160, 3.082, 6.230)  0.176
O (9.062, -7.914, 1.298)  0.179
C (8.030, -8.126, 0.749)  -0.542
O (7.734, -7.707, -0.513)  0.075
C (6.469, -8.271, -0.850)  -0.060
C (5.864, -8.522, 0.499)  -0.323
F (5.054, -9.609, 0.478)  0.077
O (6.989, -8.811, 1.306)  0.137
H (6.621, -9.191, -1.419)  0.147
H (5.878, -7.580, -1.451)  0.141
H (5.324, -7.669, 0.916)  0.153
O (1.349, 6.071, 1.378)  0.169
C (1.059, 7.223, 1.405)  -0.547
O (1.916, 8.219, 1.751)  0.079
C (1.232, 9.450, 1.527)  -0.054
C (-0.206, 9.034, 1.601)  -0.313
F (-0.978, 9.793, 0.785)  0.080
O (-0.181, 7.711, 1.098)  0.117
H (1.506, 9.843, 0.546)  0.119
H (1.493, 10.188, 2.285)  0.147
H (-0.626, 9.037, 2.610)  0.176
O (-6.374, 0.251, -1.478)  0.182
C (-5.669, 0.548, -2.387)  -0.536
O (-4.725, -0.272, -2.922)  0.052
C (-4.197, 0.400, -4.063)  -0.049
C (-4.499, 1.837, -3.758)  -0.316
F (-4.731, 2.542, -4.893)  0.075
O (-5.702, 1.759, -3.019)  0.122
H (-4.708, 0.044, -4.962)  0.150
H (-3.129, 0.212, -4.169)  0.135
H (-3.734, 2.341, -3.161)  0.176
O (-9.501, 6.435, -0.946)  0.184
C (-8.600, 6.041, -1.610)  -0.537
O (-8.670, 5.838, -2.956)  0.076
C (-7.357, 5.499, -3.392)  -0.062
C (-6.731, 4.972, -2.135)  -0.323
F (-5.399, 5.235, -2.104)  0.064
O (-7.363, 5.727, -1.121)  0.138
H (-6.855, 6.395, -3.767)  0.147
H (-7.386, 4.755, -4.188)  0.141
H (-6.901, 3.907, -1.960)  0.166
O (-1.401, -7.514, 0.787)  0.180
C (-0.583, -7.201, -0.017)  -0.531
O (-0.672, -6.103, -0.826)  0.052
C (0.560, -6.013, -1.536)  -0.063
C (1.060, -7.427, -1.490)  -0.316
F (2.416, -7.468, -1.461)  0.068
O (0.566, -7.901, -0.254)  0.140
H (1.226, -5.316, -1.021)  0.142
H (0.401, -5.658, -2.554)  0.137
H (0.691, -8.062, -2.300)  0.177
O (2.250, 11.058, -1.715)  0.184
C (2.436, 9.946, -2.089)  -0.538
O (2.830, 8.925, -1.278)  0.058
C (2.808, 7.739, -2.069)  -0.051
C (2.944, 8.282, -3.461)  -0.316
F (2.288, 7.505, -4.357)  0.077
O (2.289, 9.533, -3.380)  0.145
H (1.862, 7.215, -1.913)  0.130
H (3.625, 7.071, -1.799)  0.148
H (3.976, 8.430, -3.789)  0.177

Atomic forces in eV per Å
C -0.48 0.68 -0.84
C -0.34 0.05 1.89
C -0.11 -0.64 -0.47
C -0.53 0.37 -0.19
C 0.43 1.10 1.04
C 1.16 1.81 0.31
C -0.06 1.06 0.27
C -0.95 0.68 0.93
C -0.88 -0.76 0.13
C 1.43 0.07 -0.67
C -0.08 -0.25 1.08
F 0.24 1.06 0.52
C -1.72 -0.99 0.53
C -0.17 -0.18 -0.20
C 1.99 -1.12 -1.55
C 0.36 -0.73 -0.94
O 0.22 0.27 -0.65
C 0.21 0.18 -0.34
C 1.96 -0.62 -1.27
C 0.55 -2.42 0.15
C -0.84 -0.76 1.18
C -1.50 0.73 1.08
C -1.27 1.60 0.08
C -0.64 0.96 0.20
O -0.61 -0.32 -0.25
H -0.67 0.66 0.02
H 0.17 -1.08 0.41
H 0.46 -0.36 -0.89
H 0.41 0.84 -0.75
H -0.23 -0.20 0.93
H 0.79 0.69 -0.11
H -0.05 -0.08 -1.17
H 0.96 -0.49 -0.35
H 0.93 0.25 -0.45
H -0.99 0.36 0.00
H 0.41 -1.62 0.52
H 0.08 1.16 0.38
H -0.99 -0.33 0.11
H -0.28 0.89 -0.52
H 0.45 -0.83 0.57
H -0.54 -0.97 -0.02
H -0.56 0.32 -0.96
H -0.17 0.80 0.58
H 0.88 -0.20 -0.54
H 0.91 0.09 -0.75
H 0.69 -0.82 -0.30
H -0.21 -1.10 0.55
H -0.87 0.11 0.71
O 0.16 0.29 -0.05
C -0.60 -0.51 0.12
O 0.22 -0.34 0.54
C -0.27 0.57 -0.86
C 0.21 0.36 0.59
F 0.19 -0.05 0.04
O -0.12 -0.21 -0.73
H 0.14 -0.11 0.22
H -0.12 -0.21 -0.01
H 0.03 0.15 0.20
O 0.21 -0.39 0.15
C -0.53 0.61 0.01
O -0.02 0.10 -0.81
C 0.27 -0.33 0.77
C -0.08 -0.41 -0.32
F 0.08 0.02 -0.12
O 0.27 0.30 0.52
H 0.04 -0.02 -0.24
H -0.10 0.23 0.05
H 0.00 -0.15 -0.12
O -0.12 0.30 -0.03
C 0.45 -0.78 -0.11
O -0.50 -0.22 -0.10
C 0.50 0.56 0.20
C -0.41 0.16 -0.32
F -0.15 -0.02 0.02
O 0.44 0.18 0.51
H -0.23 -0.06 -0.03
H 0.11 -0.20 0.06
H -0.17 0.10 -0.12
O -0.27 -0.11 -0.17
C 0.87 0.09 0.23
O -0.14 -0.19 0.49
C -0.16 0.28 -0.75
C -0.10 -0.52 0.12
F -0.14 0.13 0.14
O -0.03 0.59 -0.36
H -0.10 -0.09 0.20
H 0.20 0.10 0.04
H -0.13 -0.16 0.03
O -0.28 -0.09 -0.15
C 0.85 0.09 0.21
O -0.12 -0.19 0.50
C -0.13 0.28 -0.73
C -0.30 -0.58 0.11
F -0.10 0.02 0.11
O 0.04 0.60 -0.34
H -0.10 -0.09 0.21
H 0.20 0.11 0.06
H -0.10 -0.15 0.01
O -0.09 0.27 -0.12
C 0.46 -0.68 -0.04
O -0.55 -0.32 -0.10
C 0.51 0.67 0.19
C -0.34 0.23 -0.44
F -0.15 -0.04 0.06
O 0.43 0.08 0.50
H -0.23 -0.01 0.01
H 0.12 -0.21 0.06
H -0.14 0.05 -0.11
O 0.16 0.10 -0.29
C -0.52 -0.54 0.70
O -0.27 0.69 0.00
C 0.58 -0.56 -0.29
C -0.17 0.38 -0.41
F 0.01 0.16 0.04
O 0.49 -0.31 0.21
H -0.07 0.24 0.01
H -0.07 -0.11 0.21
H -0.04 0.13 -0.11
O 0.29 -0.05 -0.20
C -0.75 0.44 0.37
O 0.26 -0.06 0.48
C -0.10 -0.11 -0.78
C 0.46 0.15 0.24
F 0.14 -0.14 0.08
O -0.37 -0.31 -0.47
H 0.14 -0.05 0.19
H -0.21 0.03 0.08
H 0.20 0.02 0.02
O 0.45 0.15 -0.38
C -0.77 -0.04 0.73
O 0.26 -0.61 0.20
C -0.12 0.65 -0.53
C 0.50 -0.08 0.28
F 0.08 -0.14 -0.07
O -0.39 0.27 -0.46
H 0.14 -0.22 0.04
H -0.22 0.02 0.11
H 0.19 -0.04 0.01
O -0.03 -0.36 -0.01
C -0.23 0.78 0.26
O -0.09 0.21 -0.49
C 0.28 -0.63 0.51
C -0.42 -0.16 -0.42
F 0.07 0.01 -0.11
O 0.51 -0.11 0.48
H -0.01 0.04 -0.21
H 0.00 0.19 0.16
H -0.08 -0.07 -0.14